Entry 1:
# C36H51FHgN3O2PS

C36H51FHgN3O2PS as an isolated structure at a distorted geometry (the ωB97M-V functional and the def2-TZVPD basis, OMol25).

Geometry as XYZ:
```
96
Properties=species:S:1:pos:R:3:forces:R:3:lowdin_charge:R:1
Hg -0.4335 -1.9550 1.1585 0.310 0.231 0.944 0.816
C 1.3154 -4.3515 2.3776 -0.040 0.029 -0.379 -0.325
C 1.8820 -3.4680 3.3112 -0.074 0.067 0.047 -0.294
C 2.9690 -2.8224 2.6934 0.177 -0.108 -0.244 -0.260
C 3.0829 -3.3169 1.3648 0.200 0.354 0.279 -0.273
C 2.0640 -4.2454 1.1605 -0.544 -0.110 0.177 -0.302
C 1.8352 -5.0805 -0.0683 0.087 0.085 0.226 -0.084
C 4.1070 -2.8865 0.3519 -0.239 -0.055 0.074 -0.071
C 3.8699 -1.7947 3.3126 -0.210 -0.054 -0.136 -0.081
C 1.3544 -3.2404 4.6997 0.022 -0.032 -0.232 -0.071
C 0.2070 -5.3311 2.6503 0.076 0.285 -0.008 -0.090
H 0.7711 -5.1390 -0.3130 -0.015 -0.055 -0.083 0.052
H 2.1980 -6.1082 0.0677 -0.019 -0.035 -0.114 0.065
H 2.3562 -4.6544 -0.9283 -0.012 -0.028 -0.068 0.054
H 3.6879 -2.1725 -0.3690 0.089 0.034 -0.070 0.058
H 4.4902 -3.7412 -0.2137 0.058 0.041 -0.060 0.060
H 4.9575 -2.4037 0.8372 0.041 0.020 -0.038 0.052
H 3.5961 -0.7743 3.0101 0.100 0.087 0.065 0.054
H 4.9108 -1.9509 3.0152 0.036 0.064 0.045 0.056
H 3.8257 -1.8388 4.4025 0.040 0.053 0.028 0.053
H 0.4187 -2.6715 4.6728 -0.027 0.006 0.145 0.053
H 2.0630 -2.6795 5.3120 -0.009 0.012 0.051 0.053
H 1.1506 -4.1878 5.2100 -0.020 0.011 0.060 0.058
H -0.7778 -4.8545 2.5912 -0.121 -0.140 0.031 0.041
H 0.2958 -5.7547 3.6556 -0.023 -0.070 -0.010 0.058
H 0.2239 -6.1545 1.9327 -0.043 -0.036 0.009 0.057
O 0.6640 -1.1419 -1.6235 -0.027 0.296 0.562 -0.597
S 0.7639 -1.8543 -2.9018 -0.448 -0.297 -0.812 0.905
C -0.8199 -2.8328 -3.1005 0.545 0.322 -0.083 -0.259
C -2.0496 -2.0083 -3.2408 -0.235 0.030 0.005 -0.296
C -2.6536 -1.4478 -2.1193 0.133 -0.093 0.026 -0.044
C -3.7663 -0.6338 -2.2528 -0.077 0.036 -0.058 -0.078
C -4.2857 -0.3600 -3.5092 -0.024 -0.006 0.065 -0.096
C -3.7036 -0.9301 -4.6329 0.017 -0.002 -0.112 -0.097
C -2.5957 -1.7509 -4.4995 -0.043 -0.042 0.055 -0.076
C 0.4672 -0.6046 -4.2373 0.181 -0.314 0.344 -0.256
C 1.3492 0.6016 -4.0417 0.132 -0.009 0.063 -0.262
C 2.5607 0.5367 -3.3570 -0.074 0.053 -0.020 -0.059
C 3.2812 1.6902 -3.0887 0.098 -0.047 -0.045 -0.082
C 2.8287 2.9203 -3.5379 0.008 0.034 0.004 -0.098
C 1.6574 2.9867 -4.2767 0.013 0.069 -0.008 -0.098
C 0.9220 1.8374 -4.5177 -0.049 -0.012 0.005 -0.054
H -0.8168 -3.4165 -2.1790 0.046 -0.076 -0.042 0.084
H -0.6465 -3.4810 -3.9610 -0.033 -0.075 0.028 0.089
H -2.2317 -1.6383 -1.1397 0.018 0.059 0.002 0.048
H -4.2252 -0.2097 -1.3696 0.053 0.059 0.007 0.097
H -5.1418 0.2945 -3.6151 -0.033 -0.023 0.006 0.096
H -4.1140 -0.7376 -5.6166 -0.002 0.015 -0.002 0.096
H -2.1495 -2.1988 -5.3810 0.033 0.004 0.000 0.111
H -0.5774 -0.3017 -4.2001 0.001 -0.003 -0.027 0.079
H 0.6701 -1.1268 -5.1770 -0.043 0.015 -0.037 0.102
H 2.9338 -0.4121 -2.9959 -0.001 -0.004 0.075 0.094
H 4.1983 1.6213 -2.5179 0.005 0.005 0.006 0.105
H 3.3812 3.8229 -3.3091 0.020 -0.005 -0.024 0.097
H 1.3113 3.9420 -4.6534 -0.045 -0.017 0.011 0.097
H -0.0043 1.9009 -5.0773 -0.056 -0.011 0.058 0.110
C -2.6413 4.1160 1.2755 -0.002 -0.014 -0.183 -0.129
N -2.3970 2.7541 0.8607 0.117 -0.171 -0.129 -0.285
C -3.5387 1.8765 1.0304 0.050 -0.098 0.072 -0.123
P -1.1696 2.2764 -0.1821 0.293 1.005 -0.055 0.549
O -1.4419 0.9566 -0.7599 -0.199 -0.328 0.011 -0.293
N 0.2798 2.4338 0.6011 -0.293 -0.227 0.239 -0.283
C 1.3225 1.4618 0.2922 0.111 0.052 -0.246 -0.093
C 0.5626 3.2299 1.7757 -0.099 -0.013 -0.020 -0.105
N -1.0733 3.4168 -1.4309 -0.155 -0.273 0.142 -0.293
C -1.9931 3.2592 -2.5389 -0.070 -0.031 0.119 -0.116
C -0.5488 4.7504 -1.2788 0.112 -0.140 -0.005 -0.132
H -2.8585 4.1482 2.3491 0.046 0.049 -0.016 0.086
H -3.4995 4.5508 0.7427 0.013 0.000 0.012 0.083
H -1.7736 4.7410 1.0745 -0.061 0.060 0.065 0.054
H -3.8210 1.8261 2.0853 -0.011 0.007 0.013 0.066
H -3.2656 0.8810 0.6889 -0.073 -0.029 0.047 0.059
H -4.4111 2.2258 0.4589 0.055 0.034 -0.027 0.082
H 0.9811 0.7881 -0.4889 0.062 -0.046 -0.060 0.037
H 1.5605 0.8634 1.1779 -0.055 0.019 0.009 0.071
H 2.2336 1.9722 -0.0420 -0.006 -0.027 -0.005 0.081
H -0.3425 3.6676 2.1894 0.044 -0.005 0.034 0.061
H 1.2812 4.0296 1.5475 -0.047 0.013 0.024 0.079
H 0.9992 2.5938 2.5468 -0.015 0.014 0.054 0.066
H -2.3595 2.2336 -2.5343 -0.030 0.013 -0.144 0.064
H -1.4756 3.4472 -3.4850 0.003 0.008 -0.017 0.067
H -2.8485 3.9494 -2.4771 0.015 -0.007 0.020 0.079
H 0.1397 4.7735 -0.4347 0.046 0.094 -0.046 0.064
H -1.3406 5.4980 -1.1197 0.038 -0.004 0.008 0.075
H 0.0011 5.0343 -2.1836 0.029 0.034 0.044 0.075
F -1.3026 2.8006 6.0430 -0.009 -0.047 0.030 0.017
C -1.0977 1.7892 5.1512 -0.014 0.020 0.017 -0.301
C -2.1851 1.2401 4.5046 0.077 0.080 0.010 -0.047
C -1.9502 0.2411 3.5641 -0.121 -0.267 -0.226 -0.170
C -0.6680 -0.1980 3.2708 -0.024 -0.198 -0.370 -0.174
C 0.3929 0.3527 3.9753 0.261 -0.281 -0.204 -0.153
C 0.1899 1.3500 4.9261 -0.048 0.049 0.006 -0.044
H -3.1861 1.5911 4.7259 0.013 0.016 0.024 0.107
H -2.8026 -0.2031 3.0615 0.002 0.032 -0.036 0.075
H 1.4057 0.0021 3.7968 -0.009 -0.003 -0.001 0.083
H 1.0136 1.7899 5.4751 0.001 -0.002 -0.002 0.112
```
Forces are in eV/Å.

## Properties
Expectation value of S²: 0.7751
2S+1: 2
DFT total energy: -73741.001 eV
Total charge: -1

Entry 2:
# C2H8N6

The molecule C2H8N6 at a distorted geometry (the ωB97M-V functional and the def2-TZVPD basis, OMol25).

Geometry as XYZ:
```
16
Properties=species:S:1:pos:R:3:forces:R:3:lowdin_charge:R:1
H -1.4770 0.5665 -3.2985 1.957 -1.183 1.241 0.090
N -0.8812 0.0994 -2.5210 -2.820 0.307 -0.647 0.028
C -0.1833 0.9639 -1.9133 3.089 2.580 -0.428 -0.375
N 0.4643 0.9747 -0.6957 -0.186 -0.090 -0.402 0.061
C 0.1722 0.1154 0.2252 -1.714 -1.844 -1.086 -0.475
N -0.6655 -0.9674 0.0526 0.330 3.197 -3.072 -0.078
N -0.9481 -1.7751 1.0979 -1.203 -3.034 0.418 -0.025
N 0.6643 0.1816 1.4378 2.837 -1.591 3.248 -0.091
N 1.8240 0.9673 1.7649 -2.200 4.389 -0.368 -0.039
H 0.2993 1.8727 -2.4003 -1.566 -0.544 -0.196 0.112
H -1.0113 -0.9598 -0.9506 -0.199 -0.733 1.293 0.112
H -2.0029 -1.8339 1.3609 2.535 -0.031 -0.924 0.136
H -0.5189 -2.6876 0.7736 -1.505 0.789 1.343 0.118
H 0.8755 -0.7667 1.8324 -1.073 1.283 -0.379 0.142
H 2.1181 1.4106 0.7645 -0.993 -0.662 3.070 0.107
H 1.2704 1.8386 2.4696 2.712 -2.834 -3.111 0.177
```
Forces are in eV/Å.

## Properties
DFT total energy: -11140.643 eV
Structure (SMILES): [H]/N=C/N=C(NN)NN
Energy relative to the best compared isomer or geometry (same formula, charge and spin): 329.7 kJ/mol

Entry 3:
# C4H13N3

The molecule C4H13N3 at a distorted geometry (the ωB97M-V functional and the def2-TZVPD basis, OMol25).

Geometry as XYZ:
```
20
Properties=species:S:1:pos:R:3:forces:R:3:lowdin_charge:R:1
N 0.6289 -2.5215 0.1684 -0.945 -1.527 -1.052 -0.032
C -0.7627 -2.0980 -0.0689 0.126 0.953 -0.356 -0.330
C -0.7661 -0.6344 0.3720 -3.091 -0.348 2.696 -0.243
C 0.3875 0.2905 0.0121 -0.254 1.819 0.461 -0.419
N 0.5530 0.3200 -1.4679 -0.931 -1.190 0.904 0.047
C -0.0607 1.6575 0.6460 0.133 -0.728 1.881 -0.281
N 0.7832 2.8571 0.6261 2.334 -0.840 -1.428 -0.026
H 0.6526 -3.4462 -0.3705 1.289 2.066 0.870 0.098
H 1.2452 -1.7196 -0.1237 -0.565 -2.112 -0.344 0.056
H -1.0906 -2.1313 -1.1242 0.304 -0.328 0.088 0.092
H -1.5100 -2.7113 0.5164 0.894 0.699 -0.429 0.119
H -0.7571 -0.8025 1.5068 0.199 0.861 -1.287 0.127
H -1.8454 -0.1463 0.2158 2.329 -0.801 -0.097 0.151
H 1.2674 0.0324 0.6825 -0.346 -0.138 -1.597 0.148
H 1.1141 1.0341 -1.8975 -0.073 0.311 0.236 0.054
H -0.3839 0.2112 -1.9082 1.261 0.398 0.373 0.091
H -0.2147 1.4250 1.7876 -0.138 0.307 -2.096 0.137
H -0.9968 1.9063 0.1690 -0.603 -0.051 0.104 0.090
H 1.5573 2.8672 -0.1072 -1.399 -0.379 1.266 0.089
H 0.1988 3.6096 0.3656 -0.525 1.029 -0.193 0.033
```
Forces are in eV/Å.

## Properties
DFT total energy: -8827.554 eV
Structure (SMILES): NCC[C@@H](N)CN
Energy relative to the best compared isomer or geometry (same formula, charge and spin): 179.3 kJ/mol

Entry 4:
# C9H30NO4

C9H30NO4 as an isolated structure at a distorted geometry (the ωB97M-V functional and the def2-TZVPD basis, OMol25).

Geometry as XYZ:
```
44
Properties=species:S:1:pos:R:3:forces:R:3:lowdin_charge:R:1
N 29.1148 -0.2112 6.4436 -3.374 9.600 8.013 0.102
H 28.7778 -0.8765 7.1246 0.819 1.390 -0.001 -0.032
H 29.0884 -0.5846 5.5055 0.278 3.515 5.416 -0.356
H 30.0154 0.0989 6.7795 -2.075 2.185 -1.135 -0.025
H 28.4227 0.5239 6.4170 1.113 -0.158 0.446 0.075
O 29.1208 -0.9273 4.6790 3.687 0.407 -16.104 0.154
H 29.2568 -0.5446 3.8122 0.106 0.418 -0.276 0.170
H 28.8912 -1.8401 4.5050 0.748 0.285 -0.837 -0.195
C 26.7459 -0.0699 5.8763 -3.682 0.497 -0.233 -0.038
C 26.5465 -0.6336 7.2768 -0.264 -0.313 -0.947 -0.395
C 25.3923 -1.6017 7.3842 -0.364 0.402 0.336 -0.024
O 27.7028 -1.3942 7.6121 -3.103 -2.403 3.390 -0.071
H 27.2103 0.9158 5.9051 -0.552 -0.327 -0.859 0.102
H 25.7241 0.1381 5.5589 -0.398 0.327 0.027 0.102
H 27.0175 -0.7828 5.0977 0.593 0.457 0.539 0.090
H 26.3970 0.1943 7.9699 0.144 0.059 0.133 0.158
H 24.4419 -1.1116 7.1731 -0.004 -0.096 -0.105 0.098
H 25.3611 -1.9191 8.4265 -0.223 -0.297 0.013 0.091
H 25.5294 -2.4744 6.7456 -0.080 0.063 -0.021 0.085
H 27.5610 -1.7303 8.5001 -0.031 -0.359 0.295 0.143
C 32.2415 -2.2662 6.2437 1.446 0.276 0.103 -0.035
C 31.9934 -0.8231 6.6323 1.508 -0.788 -0.198 -0.434
C 31.9336 -0.0097 5.3987 0.470 1.171 -0.967 -0.031
O 30.7887 -0.6464 7.3078 7.143 -3.875 5.072 -0.062
H 31.5413 -2.5836 5.4710 1.099 0.342 0.376 0.057
H 32.3161 -2.8869 7.1367 -0.572 -0.430 -0.141 0.105
H 33.2283 -2.3612 5.7906 0.151 0.247 -0.015 0.102
H 32.7673 -0.4442 7.2998 0.459 -0.103 -0.222 0.155
H 31.7076 1.0285 5.6419 0.125 0.162 -0.146 0.105
H 31.2004 -0.3473 4.6662 0.265 -0.132 0.306 0.078
H 32.9141 -0.0577 4.9251 -0.022 0.203 -0.040 0.105
H 30.7745 -1.1757 8.1085 0.240 -0.003 0.557 0.158
C 27.8318 -4.6575 4.8896 0.906 -1.254 1.658 -0.015
C 28.2005 -3.1952 5.2441 -2.107 -4.094 0.660 -0.369
C 29.4271 -3.0732 6.1324 -0.513 0.059 0.949 -0.010
O 28.3975 -2.6345 3.9703 -2.611 -6.130 -4.077 0.080
H 27.3929 -5.2323 5.7051 0.021 0.374 0.590 0.084
H 28.7996 -5.1436 4.7663 -0.052 -0.258 -0.533 0.089
H 27.1669 -4.9559 4.0791 0.158 1.070 -0.463 0.089
H 27.3326 -2.7507 5.7312 0.280 0.324 -0.045 0.114
H 30.4331 -3.2018 5.7331 -1.737 -1.107 -0.322 0.057
H 29.2889 -3.7218 6.9974 -0.016 -0.513 -0.234 0.125
H 29.4779 -2.0931 6.6067 0.195 -1.124 -0.677 0.053
H 27.5457 -2.3971 3.5966 -0.173 -0.069 -0.281 0.166
```
Forces are in eV/Å.

## Properties
DFT total energy: -19480.622 eV
Energy relative to the best compared isomer or geometry (same formula, charge and spin): 1375.2 kJ/mol
Total charge: +1

Entry 5:
# C2HCl2NO3

A 2-piece molecular cluster, C2HCl2NO3 overall at a distorted geometry (the ωB97M-V functional and the def2-TZVPD basis, OMol25).

Geometry as XYZ:
```
9
Properties=species:S:1:pos:R:3:forces:R:3:lowdin_charge:R:1
O 0.3014 -1.9165 1.2205 0.295 1.421 0.859 0.019
N 0.4696 -0.8127 1.7059 0.680 -2.843 0.129 -0.126
C -0.2947 0.1585 0.9946 -1.143 1.546 -2.305 -1.105
Cl -1.6282 0.5188 2.1129 0.239 -0.021 -0.614 0.634
Cl 0.7204 1.6196 0.6685 -0.471 -0.457 0.606 0.638
H -0.6079 -0.2186 -0.0498 -0.011 0.520 1.890 0.104
O 1.1700 0.0436 -1.9614 -0.291 1.365 -0.385 0.181
C 1.8293 -0.3059 -1.0811 0.310 -2.806 -0.470 -0.523
O 2.4155 -0.9833 -0.3363 0.392 1.276 0.289 0.178
```
Forces are in eV/Å.

## Properties
DFT total energy: -34765.181 eV
Structure (SMILES): O=NC(Cl)Cl.O=C=O
Energy relative to the best compared isomer or geometry (same formula, charge and spin): 0.0 kJ/mol

Which of these has the highest DFT total energy? C4H13N3